# 1
37
Properties=species:S:1:pos:R:3 method="wB97M-V/def2-TZVPD" lumo_energy_ev=-1.58 total_energy_ev=-23042.771 total_charge=0
O -2.85983 2.25988 -0.10860
C -1.70333 1.76767 -0.04757
C -0.50526 2.66631 0.12165
C 0.64482 1.96174 0.83954
C 0.77053 0.55119 0.75197
C 1.53631 -0.11489 1.80055
C 1.87390 0.71641 3.05370
C 2.57488 1.96936 2.63142
C 1.67923 2.82668 1.61190
C -0.06736 -0.21217 -0.09043
C -1.30005 0.39929 -0.49882
C -1.97749 -0.31781 -1.45737
C -1.67969 -1.53685 -1.96456
C -0.60480 -2.16430 -1.60236
C 0.24911 -1.51392 -0.54709
C 1.24929 -2.39119 -0.42209
C 1.20846 -3.57787 -1.25103
C 0.01895 -3.50948 -1.84371
C -2.68474 -2.09007 -2.90337
C -3.58550 -1.01584 -2.92860
C -3.16140 0.02704 -2.07936
H -0.17470 2.83160 -0.88258
H -0.71951 3.65829 0.50127
H 2.51040 -0.39785 1.37894
H 0.93298 -0.92507 2.12664
H 0.96577 0.89689 3.69219
H 2.57291 0.15548 3.67120
H 3.47168 1.65804 2.16669
H 2.62006 2.59416 3.48050
H 2.31320 3.35139 0.89685
H 1.12878 3.65821 2.12079
H 2.03386 -2.29918 0.26166
H 1.97489 -4.40118 -1.27244
H -0.22858 -4.25562 -2.53844
H -2.84382 -3.05676 -3.43204
H -4.56197 -1.10264 -3.37495
H -3.67203 0.93308 -1.86207

---

# 2
47
Properties=species:S:1:pos:R:3 method="wB97M-V/def2-TZVPD" lumo_energy_ev=-0.38 total_energy_ev=-69790.298 e_above_lowest_kcal_mol=8.3 total_charge=0
Ir -0.41966 0.66258 -0.88883
N 0.24070 3.15872 2.46648
C 0.63709 2.00115 3.11765
C 1.08253 1.76670 4.41363
C 1.39373 0.45926 4.72717
C 1.27279 -0.57715 3.78619
C 0.83260 -0.33803 2.50277
C 0.50618 0.97375 2.17979
N 0.06061 1.51483 0.98445
C -0.11253 2.79284 1.20712
C -0.71462 3.57804 0.16563
C -1.13135 4.87253 0.10791
S -1.93993 5.13166 -1.37268
C -1.68303 3.50558 -1.81444
N -1.00691 2.81686 -0.94235
H 0.17191 4.07849 2.86186
H 1.17883 2.56123 5.14089
H 1.74131 0.22509 5.72429
H 1.53033 -1.58515 4.08098
H 0.73558 -1.12106 1.76584
H -1.03003 5.65289 0.84196
H -2.02778 3.09132 -2.74826
C 2.71505 -0.41168 -3.39428
C 2.17488 -1.72664 -2.90946
C 2.69110 -2.93011 -3.36307
C 2.18174 -4.13653 -2.89489
C 1.14748 -4.14314 -1.97152
C 0.59335 -2.96125 -1.49640
C -0.53256 -2.98317 -0.50295
C 1.11920 -1.75888 -1.98302
N 0.59032 -0.54132 -1.58050
H 3.56649 -0.56641 -4.05588
H 3.02949 0.21708 -2.56070
H 1.94866 0.14767 -3.93385
H 3.49705 -2.92051 -4.08627
H 2.59444 -5.07180 -3.24953
H 0.75083 -5.08460 -1.61059
H -0.80901 -4.01033 -0.26847
H -1.41412 -2.46978 -0.89310
H -0.27093 -2.47409 0.42444
Cl -4.55144 -1.76742 -0.76391
C -4.39707 -0.38339 0.33831
Cl -5.44717 0.95546 -0.18037
C -2.92930 0.05392 0.44486
O -2.36267 -0.10243 1.51203
O -2.46157 0.55199 -0.64224
H -4.74258 -0.70479 1.31333

---

# 3
53
Properties=species:S:1:pos:R:3 method="wB97M-V/def2-TZVPD" lumo_energy_ev="-1.60 / -1.68" total_energy_ev=-193485.202 s_squared=0.79 e_above_lowest_kcal_mol=579.0 multiplicity=2 total_charge=0
Sc 1.36407 0.43208 -0.26828
C -1.67210 -0.71796 4.85010
S -1.16711 -0.79523 3.11429
C -0.37007 0.80969 2.86730
S 1.49593 1.12792 2.49661
N -0.66620 1.15639 1.57004
N -0.84365 1.01743 -0.88477
C -0.50809 3.09376 0.22602
C 0.49075 3.60035 -0.68847
C 0.51610 4.94192 -1.06954
C 1.51508 5.40658 -1.89863
C 2.49950 4.53482 -2.33605
C 2.43748 3.21975 -1.92187
N 1.48072 2.72441 -1.13588
H -2.23928 -1.62507 5.04924
H -0.80334 -0.67707 5.50298
H -2.30246 0.15385 5.00195
H -0.71891 3.91858 0.89496
H -0.25966 5.59616 -0.69573
H 1.53185 6.44780 -2.19408
H 3.30263 4.85623 -2.98259
H 3.19363 2.51806 -2.25649
N -0.15306 -4.51976 -2.54969
C 0.81719 -4.85578 -1.66232
O 1.51393 -5.84323 -1.76720
C 1.00240 -3.90673 -0.51170
C 1.46351 -4.39941 0.70468
C 1.65277 -3.52102 1.75198
C 1.43641 -2.16984 1.54619
N 1.02212 -1.67925 0.36777
C 0.80642 -2.54967 -0.63539
H -0.32620 -5.15879 -3.30729
H -0.86649 -3.84614 -2.32162
H 1.67438 -5.45679 0.79819
H 2.00441 -3.85932 2.71559
H 1.60796 -1.44331 2.32938
H 0.47747 -2.13343 -1.57971
Cl 4.47303 -1.56330 0.46859
Ge 4.19839 0.52241 -0.17861
Cl 5.99551 0.69985 -1.36615
Cl 2.60463 -0.18106 -2.22335
Cl -2.71178 -2.67204 -0.86783
C -2.80749 -0.92479 -1.21721
C -4.12273 -0.40653 -0.77209
C -4.61814 0.71540 -0.13895
C -3.98213 1.92137 0.45865
C -2.66386 1.84379 0.43213
Cl -1.10245 1.66601 0.33140
C -1.74048 -0.54020 -1.94700
N -0.78296 0.31361 -2.04612
H -4.87155 -1.17463 -0.92886
H -5.69804 0.65787 0.00009
H -4.58005 2.72426 0.87536

---

# 4
44
Properties=species:S:1:pos:R:3 method="wB97M-V/def2-TZVPD" lumo_energy_ev=-3.81 total_energy_ev=-30787.569 total_charge=+1
Sr 0.34877 0.63815 -0.42462
C -1.95204 4.26975 2.80982
C -1.59209 3.44344 3.86133
C -0.99557 2.20248 3.65806
C -0.74500 1.73798 2.36581
C -1.10729 2.60856 1.30975
C -1.69931 3.84225 1.51535
N -0.14765 0.52379 1.93444
C 0.27906 -0.54820 2.61146
C 0.19388 -0.76681 4.02795
C 0.65382 -1.91652 4.59007
C 1.24876 -2.96729 3.83733
C 1.35321 -2.82885 2.49605
C 0.88710 -1.64390 1.86317
N 0.99480 -1.46727 0.50170
N 1.46293 -2.42176 -0.19616
C 1.61237 -2.10714 -1.58674
C 1.87258 -3.20181 -2.40676
C 2.06934 -2.98959 -3.75242
C 2.00948 -1.69502 -4.26512
C 1.74551 -0.67281 -3.38481
N 1.54919 -0.85715 -2.06547
H -2.41844 5.22654 2.99969
H -1.77467 3.76259 4.87997
H -0.73179 1.62649 4.52492
H -0.95128 2.30096 0.28028
H -1.96971 4.46362 0.67141
H -0.25259 -0.02688 4.66188
H 0.55916 -2.03273 5.66402
H 1.61144 -3.85552 4.33439
H 1.80092 -3.60134 1.88814
H 1.92341 -4.18768 -1.96590
H 2.27261 -3.82885 -4.40628
H 2.17708 -1.48854 -5.31279
H 1.68449 0.35189 -3.73615
N -1.81494 0.33155 -4.47181
C -1.46766 1.66177 -4.40093
C -1.19399 1.88236 -3.09021
N -1.34384 0.70660 -2.35953
C -1.70513 -0.20104 -3.24048
H -2.10906 -0.16645 -5.29540
H -1.49064 2.30935 -5.26064
H -0.94533 2.82509 -2.62570
H -1.90187 -1.24205 -3.03904

---

# 5
46
Properties=species:S:1:pos:R:3 method="wB97M-V/def2-TZVPD" lumo_energy_ev=-2.77 total_energy_ev=-267976.221 e_above_lowest_kcal_mol=3.7 total_charge=+1
Al -0.25711 -0.16439 -0.39368
Br 1.08075 -1.79670 1.17656
C -0.33178 -1.72514 2.46858
C -0.28291 -2.60512 3.50050
C -1.28884 -2.54060 4.48725
C -2.27458 -1.60482 4.39230
C -2.31993 -0.69386 3.30734
C -3.34990 0.27252 3.21419
C -3.40484 1.12816 2.15688
C -2.43122 1.04845 1.13816
C -1.39941 0.14311 1.16597
C -1.33274 -0.74090 2.28758
H 0.51183 -3.33474 3.57409
H -1.26401 -3.23872 5.31277
H -3.04578 -1.54297 5.15025
H -4.09417 0.31575 4.00034
H -4.19591 1.86398 2.08946
H -2.53935 1.70782 0.28978
Cl -3.87671 -4.45324 -5.32274
C -2.94735 -3.55192 -4.17719
C -3.44161 -2.35836 -3.68308
C -2.68313 -1.63972 -2.77886
Cl -3.35561 -0.18988 -2.10340
C -1.41484 -2.06207 -2.36752
O -0.67140 -1.34929 -1.52905
C -0.97550 -3.29532 -2.85545
Cl 0.52119 -3.95269 -2.28785
C -1.72160 -4.03345 -3.75801
H -4.41369 -1.99671 -3.98769
H -1.34909 -4.97995 -4.12436
C -1.77500 3.46089 -1.29145
Se -0.71864 1.97373 -1.96562
C 0.99843 2.89049 -1.83769
C 2.09562 1.95852 -2.29329
Se 2.25841 0.43452 -1.07883
C 2.55182 -0.95212 -2.40111
H -1.55847 3.64820 -0.24486
H -2.82129 3.20518 -1.43100
H -1.52688 4.32472 -1.90100
H 1.14188 3.22540 -0.81073
H 0.94316 3.76242 -2.48654
H 3.05770 2.46531 -2.29461
H 1.90602 1.55679 -3.28680
H 3.46839 -0.72061 -2.93582
H 1.69973 -1.01220 -3.07090
H 2.66145 -1.88687 -1.86145

---

# 6
53
Properties=species:S:1:pos:R:3 method="wB97M-V/def2-TZVPD" lumo_energy_ev="4.58 / 4.55" total_energy_ev=-87329.887 s_squared=6.04 multiplicity=5 total_charge=-2
Rh 0.03917 -0.20118 -0.12487
S 0.58270 -0.65667 2.33988
C 2.24101 -0.48608 1.95214
S 2.63837 -0.24426 0.28122
C 3.24735 -0.53723 2.92695
C 4.61964 -0.35129 2.60832
N 5.74505 -0.18309 2.40176
C 2.96512 -0.75518 4.30292
N 2.79380 -0.93440 5.43199
C 0.86343 -1.23077 -3.78205
N 0.02490 -0.11886 -4.19019
C -1.02463 -0.42138 -5.13262
C -0.11968 0.93204 -3.34907
O 0.57074 1.14082 -2.36790
H 1.37005 -1.65171 -4.65429
H 0.26417 -2.00383 -3.29553
H 1.59450 -0.88069 -3.05850
H -0.59243 -0.74797 -6.08332
H -1.62838 0.46878 -5.30507
H -1.68520 -1.19796 -4.74021
H -0.89937 1.63517 -3.67607
N 1.45339 2.62735 0.59092
C 1.40714 3.92227 0.93438
C 0.07287 4.25851 1.04018
C -0.61700 3.06896 0.74386
N 0.23734 2.09744 0.47263
H 2.23813 1.98126 0.46929
H 2.30746 4.49371 1.08482
H -0.34064 5.21515 1.31059
H -1.67215 2.85432 0.75120
O -2.90612 1.11820 1.76009
C -3.15970 0.62204 0.67576
C -4.56962 0.13715 0.30759
C -4.43282 -0.27011 -1.14652
C -2.94784 -0.03394 -1.44112
O -2.47474 -0.25472 -2.55286
N -2.28229 0.42601 -0.35416
H -5.28128 0.94389 0.48788
H -4.82903 -0.68701 0.97422
H -5.03046 0.32931 -1.83596
H -4.65189 -1.32049 -1.33967
Cl 2.20240 -3.52428 -1.65650
C 0.74260 -4.19974 -0.99940
C 0.64525 -5.56952 -0.88390
C -0.50044 -6.15323 -0.35609
C -1.54127 -5.33134 0.06064
C -1.43483 -3.96254 -0.05157
Cl -2.75509 -2.98135 0.50780
C -0.28875 -3.30198 -0.59004
N -0.18929 -1.98657 -0.69434
H 1.47991 -6.17787 -1.20780
H -0.57573 -7.22832 -0.25958
H -2.44370 -5.74980 0.48754

---

# 7
52
Properties=species:S:1:pos:R:3 method="wB97M-V/def2-TZVPD" lumo_energy_ev="-8.63 / -8.44" total_energy_ev=-118041.031 s_squared=3.79 e_above_lowest_kcal_mol=40.4 multiplicity=4 total_charge=+2
Re 0.84398 1.10017 0.33800
O -0.73543 -0.72489 -4.66842
C -1.75648 -0.00196 -4.25000
C -2.90474 0.02367 -5.06223
C -4.00484 0.76222 -4.70160
C -4.00282 1.49648 -3.51167
C -2.89750 1.46937 -2.68711
C -1.76242 0.72629 -3.02607
C -0.65034 0.67276 -2.09618
O -0.68770 1.29969 -0.95937
N 0.40701 -0.07886 -2.36533
N 1.33333 -0.05863 -1.38849
C 2.41826 -0.76388 -1.62995
S 2.58685 -1.68692 -3.08559
C 4.32047 -2.17437 -2.76806
C 4.52866 -2.25341 -1.27330
S 3.72838 -0.80078 -0.50136
H 0.01236 -0.69050 -4.03674
H -2.88274 -0.56062 -5.97000
H -4.87759 0.77526 -5.33480
H -4.86874 2.07397 -3.23357
H -2.88971 2.01342 -1.75697
H 4.96765 -1.43464 -3.24214
H 4.47859 -3.14323 -3.24112
H 5.58470 -2.23207 -1.00465
H 4.05835 -3.13930 -0.84301
Cl 2.74635 1.46280 1.71108
C 1.62656 2.51357 2.52646
C 0.41522 2.50037 1.83073
C -0.58468 3.33226 2.32953
Cl -2.07687 3.41831 1.51951
C -0.37268 4.09292 3.49192
Cl -1.61514 5.10461 4.08469
C 0.85195 4.02339 4.17397
Cl 1.09429 4.93001 5.59353
C 1.89703 3.20857 3.68415
Cl 3.39938 3.08047 4.48267
C -1.62996 -3.05196 3.05913
N -0.51908 -2.15238 2.81673
C 0.58988 -2.14607 3.75385
C -0.47843 -1.32179 1.79859
C -1.58621 -1.22682 0.80143
O 0.56523 -0.59690 1.66884
H -1.40787 -3.66459 3.92715
H -1.79321 -3.71827 2.21266
H -2.54555 -2.49534 3.26420
H 0.36474 -2.79206 4.59485
H 0.76529 -1.13326 4.11547
H 1.50342 -2.49620 3.27196
H -2.44138 -1.85124 1.02670
H -1.19984 -1.50312 -0.18092
H -1.91600 -0.18654 0.74084

---

# 8
46
Properties=species:S:1:pos:R:3 method="wB97M-V/def2-TZVPD" lumo_energy_ev=0.18 total_energy_ev=-46215.698 e_above_lowest_kcal_mol=18.8 total_charge=0
C 3.22669 -1.65548 6.05504
C 2.41103 -2.91820 5.81528
O 1.40282 -2.70981 4.82831
C 1.78023 -2.81507 3.54591
O 2.90437 -3.09330 3.20099
C 0.66268 -2.56875 2.60672
C 0.90958 -2.68528 1.23942
C -0.10209 -2.47314 0.33012
C -1.38385 -2.13659 0.77065
N -2.36627 -1.94339 -0.20222
C -3.62997 -1.45350 -0.05818
O -4.14235 -1.15446 0.99479
C -4.35387 -1.27280 -1.39032
C -4.12806 0.15439 -1.90848
C -2.70165 0.42357 -2.20458
N -2.05052 1.52435 -2.01870
C -0.78447 1.22800 -2.45488
C 0.30215 2.18321 -2.43506
C 0.07256 3.47775 -1.97322
C 1.09926 4.40061 -1.95708
C 2.35866 4.02578 -2.40355
Cl 3.64316 5.17689 -2.38760
C 2.60113 2.73815 -2.86379
C 1.57251 1.81839 -2.87912
N -0.68149 -0.00339 -2.88435
O -1.92485 -0.54010 -2.73224
C -1.63304 -2.01179 2.13596
C -0.61511 -2.22760 3.04266
H 2.57296 -0.83220 6.33333
H 3.76731 -1.38756 5.15063
H 3.94122 -1.82933 6.85449
H 3.06537 -3.73312 5.48774
H 1.86900 -3.21423 6.71608
H 1.90480 -2.94529 0.91282
H 0.09359 -2.56082 -0.72959
H -2.04866 -2.12754 -1.14564
H -4.01488 -2.00070 -2.12817
H -5.42040 -1.41153 -1.21243
H -4.46098 0.88672 -1.17194
H -4.70615 0.30468 -2.82493
H -0.91529 3.74402 -1.63168
H 0.93008 5.40512 -1.60251
H 3.58728 2.46583 -3.20540
H 1.73580 0.81292 -3.23312
H -2.62012 -1.74531 2.47432
H -0.80743 -2.13403 4.09953